{"formula": "C3H4N2OS", "method": "ωB97M-V/def2-TZVPD", "smiles": "O/N=C1/CC=NS1", "e_homo_ev": -9.1, "relative_energy_kcal_mol": 79.76, "e_tot_ev": -19035.5895, "symbols": ["O", "N", "C", "C", "C", "N", "S", "H", "H", "H", "H"], "coordinates": [[-0.6936, -0.6222, 2.6778], [-1.1013, -0.6248, 1.3327], [-0.2357, -0.1339, 0.5415], [-0.4316, -0.2739, -0.9136], [0.5862, 0.6139, -1.5371], [1.5517, 1.1172, -0.8922], [1.3959, 0.6609, 0.7859], [0.2028, -0.1138, 2.8267], [-1.5184, -0.0811, -1.2463], [-0.1559, -1.4703, -1.0202], [0.4000, 0.9281, -2.5552]], "atomic_forces_ev_per_a": [[1.504, 1.074, 0.495], [1.807, 0.698, 0.865], [-0.060, 0.158, 0.498], [-0.758, -2.448, -0.481], [-0.702, 0.087, -1.012], [-0.499, -0.332, 1.042], [-0.593, -0.424, -0.163], [-2.316, -1.228, -0.708], [1.813, -0.435, 0.409], [-0.695, 2.930, -0.593], [0.499, -0.080, -0.352]], "nbo_charge": [-0.5515, -0.1064, 0.0365, -0.5382, 0.1009, -0.4776, 0.3497, 0.4438, 0.2716, 0.2722, 0.1990]}

---

{"formula": "C3H4N2OS", "method": "ωB97M-V/def2-TZVPD", "smiles": "[H]/N=c1\\occn1S", "e_homo_ev": -8.0, "relative_energy_kcal_mol": 97.51, "e_tot_ev": -19034.8200, "symbols": ["H", "N", "C", "O", "C", "C", "N", "S", "H", "H", "H"], "coordinates": [[-0.1374, 2.7534, 0.4432], [0.5760, 1.9099, -0.0306], [0.0100, 0.8445, 0.1016], [-1.3390, 0.4710, -0.2027], [-1.5430, -0.8396, 0.0317], [-0.3075, -1.4306, 0.0607], [0.6298, -0.4087, 0.1438], [2.4225, -0.4592, -0.0334], [-2.5657, -1.1016, 0.0964], [-0.3242, -2.6883, -0.2688], [2.5785, 0.9490, -0.3419]], "atomic_forces_ev_per_a": [[2.603, -2.933, -2.354], [-1.143, 6.982, 2.620], [-2.567, -5.763, -1.873], [0.336, 3.050, 2.051], [2.819, -0.371, -0.737], [-2.690, -4.190, -1.102], [1.893, 0.481, -0.419], [-1.205, 1.340, -0.105], [-0.465, -0.780, -0.143], [1.099, 4.195, 1.624], [-0.678, -2.010, 0.437]], "nbo_charge": [0.3815, -0.7746, 0.6532, -0.4702, 0.0339, -0.1060, -0.5458, 0.1427, 0.2177, 0.2628, 0.2049]}

---

{"formula": "C3H4N2OS", "method": "ωB97M-V/def2-TZVPD", "e_homo_ev": [-5.0, -9.7], "relative_energy_kcal_mol": 53.27, "e_tot_ev": -19033.0517, "multiplicity": 3, "symbols": ["C", "C", "C", "N", "N", "O", "S", "H", "H", "H", "H"], "coordinates": [[-1.1687, 1.6071, -0.1915], [-1.1770, -0.8324, 0.0951], [1.5306, -0.7205, 0.1046], [0.0463, 1.2586, -0.2463], [0.2495, -0.0284, -0.1384], [-1.1655, -2.0078, 0.2072], [-2.3641, 0.3837, 0.1616], [-1.4441, 2.6418, -0.1555], [1.7493, -0.6938, 1.1999], [1.6968, -1.6724, -0.4491], [2.0470, 0.0641, -0.5877]], "atomic_forces_ev_per_a": [[-8.446, 2.031, -0.252], [3.014, 0.709, -0.215], [0.311, 3.125, -2.141], [10.342, -1.705, 0.161], [-4.125, -3.375, 0.300], [-0.184, -0.235, 0.019], [-0.775, 0.344, 0.236], [-0.251, 0.153, 0.141], [0.292, -0.130, -1.063], [-0.918, 0.491, 0.878], [0.740, -1.408, 1.936]], "nbo_charge": [-0.2097, 0.4484, -0.4543, -0.3967, -0.1308, -0.4983, 0.3168, 0.2092, 0.2268, 0.2427, 0.2457]}